An isolated molecule of C3H4O4 at a distorted geometry, computed with ωB97M-V with the def2-TZVPD basis set.

Properties
Orbital gap, eV: 10.70
Energy above the lowest of the compared OMol25 structures with the same formula, charge and spin, kcal per mole: 24.3
HOMO energy, eV: -10.076
Multiplicity: 1
Largest force on an atom, hartree/bohr: 0.0855

Bonds (Å) are listed after each position.
Element x y z (Å)
1 O -1.620 -0.734 -1.520  C2 1.196
2 C -1.357 0.229 -0.861  O1 1.196, C3 1.554, H8 1.153
3 C -0.345 0.246 0.318  C2 1.554, O4 1.386, C5 1.546, H9 1.111
4 O 0.132 1.542 0.195  C3 1.386, H10 0.967
5 C 0.804 -0.759 0.074  C3 1.546, O6 1.161, O7 1.332
6 O 1.888 -0.499 -0.249  C5 1.161
7 O 0.425 -1.936 0.571  C5 1.332, H11 0.925
8 H -1.844 1.231 -1.160  C2 1.153
9 H -0.811 0.084 1.313  C3 1.111
10 H 0.906 1.432 -0.375  O4 0.967
11 H 0.989 -2.637 0.358  O7 0.925